8
Properties=species:S:1:pos:R:3 method="wB97M-V/def2-TZVPD" e_homo_ev="-8.7 / -8.7" orbital_gap_ev="7.5 / 7.5" smiles="C=NN=[PH]=S" charge=0
C 0.22433 0.12125 -1.08598
N 0.48073 0.82338 -0.07898
N -0.22193 1.06554 0.97858
P -0.99595 -0.09835 1.72903
S -0.48017 -1.92016 1.35959
H -0.73211 -0.27946 -1.36300
H 0.93144 -0.02474 -1.78099
H -1.16285 0.46295 2.85164